Record 1
An isolated molecule of C2H8NOPS2 at a distorted geometry, computed with ωB97M-V/def2-TZVPD.

```
15
Properties=species:S:1:pos:R:3
C 0.6721 -2.0762 -0.8508
O 0.3008 -0.7212 -0.5069
P 1.3972 0.2683 0.1172
N 0.7884 0.2317 1.8540
S 3.2918 0.0080 -0.2576
S 0.5115 2.1356 -0.4960
C -1.2619 1.7416 -0.3331
H -0.1590 -2.5344 -1.4238
H 0.7639 -2.5461 0.0736
H 1.5999 -2.2448 -1.2342
H 0.5362 -0.7051 2.2257
H 1.4138 0.4346 2.6555
H -1.3174 0.6611 -0.3684
H -1.8294 2.3252 -1.1104
H -1.4534 2.2513 0.6694
```

- max |F| (eV/Å) = 3.3
- DFT total energy (eV) = -36701.3141
- SMILES string = CO[P@@](N)(=S)SC
- gap between HOMO and LUMO (eV) = 9.529
- E_LUMO (eV) = 0.686
- energy above the lowest of the compared OMol25 structures with the same formula, charge and spin (kJ/mol) = 97.2

natural (NBO) atomic charge list, values in e, 6 entries: number 1, C, carries -0.243; number 2, O, carries -0.841; number 3, P, carries 1.500; number 4, N, carries -1.178; number 5, S, carries -0.520; number 6, S, carries -0.053

=====

Record 2
A structure of composition C2H8NOS at a distorted geometry, computed with ωB97M-V/def2-TZVPD.

```
13
Properties=species:S:1:pos:R:3
C -1.4022 -1.1496 -0.6340
C 0.3937 0.1736 0.0703
N 0.7991 1.6299 0.1270
O -0.9734 0.0233 0.1088
S 1.5545 -0.7491 1.2817
H -0.7901 -1.8554 -0.1486
H -1.1375 -1.1181 -1.7308
H -2.3950 -1.3324 -0.4860
H 1.0280 -0.3520 -1.0525
H 1.7346 1.8555 0.3988
H 0.1109 2.0002 0.8530
H 0.4633 2.1735 -0.7351
H 0.6140 -1.2996 1.9474
```

- max |F| (eV/Å) = 5.9
- DFT total energy (eV) = -16567.3160
- gap between HOMO and LUMO (eV) = 10.241
- E_LUMO (eV) = -3.797
- net charge = +1
- energy above the lowest of the compared OMol25 structures with the same formula, charge and spin (kJ/mol) = 282.5

natural (NBO) atomic charge list, values in e, 6 entries: number 1, C, carries -0.231; number 2, C, carries 0.146; number 3, N, carries -0.732; number 4, O, carries -0.527; number 5, S, carries -0.011; number 6, H, carries 0.186

=====

Record 3
A cluster of 2 separate species, C2H8NS in total, computed with ωB97M-V/def2-TZVPD.

```
12
Properties=species:S:1:pos:R:3
S 2.6340 0.7393 4.0486
H 2.8316 0.8926 2.7321
C -0.9342 -0.8944 0.0507
C -0.4242 -0.3477 -1.2791
N 0.0240 1.0223 -1.1604
H -0.3125 -0.4807 0.8490
H -1.9718 -0.6291 0.2752
H -0.7937 -1.9698 0.1191
H 0.4026 -0.9970 -1.5947
H -1.2419 -0.4113 -2.0036
H -0.3360 1.6955 -1.8106
H 0.1220 1.3803 -0.2262
```

- max |F| (eV/Å) = 0.6
- DFT total energy (eV) = -14529.6014
- gap between HOMO and LUMO (eV) = 5.760
- E_LUMO (eV) = 3.432
- net charge = -1
- energy above the lowest of the compared OMol25 structures with the same formula, charge and spin (kJ/mol) = 47.5

natural (NBO) atomic charge list, values in e, 6 entries: number 1, S, carries -1.075; number 2, H, carries 0.077; number 3, C, carries -0.621; number 4, C, carries -0.207; number 5, N, carries -0.869; number 6, H, carries 0.228

=====

Record 4
A cluster of 2 separate species, C2H8NS in total at a distorted geometry, computed with ωB97M-V/def2-TZVPD.

```
12
Properties=species:S:1:pos:R:3
S -1.3948 1.7698 -1.9101
H -0.1120 1.8202 -2.2907
C -0.3298 -1.3830 0.2294
C 0.6466 -0.2285 0.3675
N 0.1329 1.0032 0.9141
H -0.6413 -1.6455 -0.7797
H -1.2012 -1.2383 0.8719
H 0.1438 -2.2817 0.6265
H 1.2226 -0.1039 -0.5606
H 1.3993 -0.6163 1.0756
H -0.7492 1.2365 0.4704
H 0.8830 1.6675 0.9857
```

- max |F| (eV/Å) = 1.8
- DFT total energy (eV) = -14529.6602
- gap between HOMO and LUMO (eV) = 6.778
- E_LUMO (eV) = 4.222
- net charge = -1
- energy above the lowest of the compared OMol25 structures with the same formula, charge and spin (kJ/mol) = 41.8

natural (NBO) atomic charge list, values in e, 6 entries: number 1, S, carries -1.056; number 2, H, carries 0.083; number 3, C, carries -0.612; number 4, C, carries -0.202; number 5, N, carries -0.886; number 6, H, carries 0.219

=====

- What is the formula in the second record?
  C2H8NOS

=====

Please write out number 1 again, unchanged.
An isolated molecule of C2H8NOPS2 at a distorted geometry, computed with ωB97M-V/def2-TZVPD.

```
15
Properties=species:S:1:pos:R:3
C 0.6721 -2.0762 -0.8508
O 0.3008 -0.7212 -0.5069
P 1.3972 0.2683 0.1172
N 0.7884 0.2317 1.8540
S 3.2918 0.0080 -0.2576
S 0.5115 2.1356 -0.4960
C -1.2619 1.7416 -0.3331
H -0.1590 -2.5344 -1.4238
H 0.7639 -2.5461 0.0736
H 1.5999 -2.2448 -1.2342
H 0.5362 -0.7051 2.2257
H 1.4138 0.4346 2.6555
H -1.3174 0.6611 -0.3684
H -1.8294 2.3252 -1.1104
H -1.4534 2.2513 0.6694
```

- max |F| (eV/Å) = 3.3
- DFT total energy (eV) = -36701.3141
- SMILES string = CO[P@@](N)(=S)SC
- gap between HOMO and LUMO (eV) = 9.529
- E_LUMO (eV) = 0.686
- energy above the lowest of the compared OMol25 structures with the same formula, charge and spin (kJ/mol) = 97.2

natural (NBO) atomic charge list, values in e, 6 entries: number 1, C, carries -0.243; number 2, O, carries -0.841; number 3, P, carries 1.500; number 4, N, carries -1.178; number 5, S, carries -0.520; number 6, S, carries -0.053

=====

What did the third record say?
A cluster of 2 separate species, C2H8NS in total, computed with ωB97M-V/def2-TZVPD.

```
12
Properties=species:S:1:pos:R:3
S 2.6340 0.7393 4.0486
H 2.8316 0.8926 2.7321
C -0.9342 -0.8944 0.0507
C -0.4242 -0.3477 -1.2791
N 0.0240 1.0223 -1.1604
H -0.3125 -0.4807 0.8490
H -1.9718 -0.6291 0.2752
H -0.7937 -1.9698 0.1191
H 0.4026 -0.9970 -1.5947
H -1.2419 -0.4113 -2.0036
H -0.3360 1.6955 -1.8106
H 0.1220 1.3803 -0.2262
```

- max |F| (eV/Å) = 0.6
- DFT total energy (eV) = -14529.6014
- gap between HOMO and LUMO (eV) = 5.760
- E_LUMO (eV) = 3.432
- net charge = -1
- energy above the lowest of the compared OMol25 structures with the same formula, charge and spin (kJ/mol) = 47.5

natural (NBO) atomic charge list, values in e, 6 entries: number 1, S, carries -1.075; number 2, H, carries 0.077; number 3, C, carries -0.621; number 4, C, carries -0.207; number 5, N, carries -0.869; number 6, H, carries 0.228